A 2-piece molecular cluster, C8H16N3O overall, computed with the ωB97M-V functional and the def2-TZVPD basis.

XYZ file:
```
28
Properties=species:S:1:pos:R:3
C 1.00 0.38 1.46
C -0.42 0.53 1.41
C 0.40 0.65 -0.61
C 1.90 0.23 2.60
C -2.25 2.66 -0.48
C 0.63 -2.48 -0.26
C -2.02 1.13 -0.33
C 0.11 -1.82 -1.46
N 1.43 0.54 0.22
N -0.70 0.87 0.11
N 0.77 -1.75 -2.61
O -1.24 0.39 2.35
H 0.61 1.10 -1.59
H 1.46 -0.25 3.43
H 2.07 1.11 3.16
H 2.83 -0.25 2.52
H -3.26 2.82 -0.99
H -2.05 3.10 0.45
H -1.59 3.13 -1.14
H 0.05 -3.43 -0.17
H 0.39 -2.01 0.69
H 1.63 -2.82 -0.18
H -2.73 0.81 0.39
H -2.27 0.59 -1.36
H -1.09 -1.61 -1.51
H 1.78 -1.82 -2.64
H 2.34 0.20 -0.03
H 0.23 -2.00 -3.44
```

* molar mass: 170.236 Da
* energy relative to the best compared isomer or geometry (same formula, charge and spin): 2.229 eV
* HOMO energy (spin up / spin down): -10.81 / -10.82 eV
* total charge: +1
* max |F|: 3.74 eV/A
* gap between HOMO and LUMO (spin up / spin down): 6.061 / 6.084 eV